1.
ORCA calculation (the ωB97M-V functional and the def2-TZVPD basis) on a cluster of 3 separate species, C3H10NO2 in total at a distorted geometry.

Cartesian coordinates (Å):
C: -0.8653 0.9294 -0.8028
C: -2.1375 0.6691 -1.0069
C: -0.4913 0.9122 1.5484
N: -0.1871 0.4892 0.4004
H: -0.1513 1.3067 -1.5192
H: -2.8048 0.2777 -0.2457
H: -2.6419 0.7336 -1.9618
H: 0.1120 0.6599 2.4107
H: -1.2848 1.6405 1.6479
H: 0.4907 -0.2639 0.2399
H: 1.7034 -1.8665 1.6156
H: 0.9852 -2.9280 0.9026
O: 0.9736 -1.9660 0.9942
H: 1.5942 -0.4088 -1.9321
H: 2.7831 -0.3023 -1.1040
O: 1.9217 0.1171 -1.1870

2S+1 = 1
HOMO energy = -14.9 eV
energy above the lowest of the compared OMol25 structures with the same formula, charge and spin = 183.42 kJ/mol
E_LUMO = -4.382 eV
charge = +1

Atomic partial charges in e from the Mulliken method, atoms 1 to 5: -0.2086 -0.6314 -0.1091 0.0792 0.4088


2.
ORCA calculation (the ωB97M-V functional and the def2-TZVPD basis) on the molecule C2HF3N2O at a distorted geometry.

Cartesian coordinates (Å):
F: 0.7461 2.0261 -0.4830
C: 0.1349 0.9210 -0.1636
N: -1.1335 0.7391 -0.3030
N: -1.4808 -0.4977 0.2412
F: -2.1457 -1.2590 -0.7428
O: -0.2476 -1.1954 0.4919
C: 0.9280 -0.1976 0.2656
F: 1.7327 0.0755 1.2477
H: 1.4660 -0.6120 -0.5540

2S+1 = 1
HOMO energy = -10.5 eV
energy above the lowest of the compared OMol25 structures with the same formula, charge and spin = 307.69 kJ/mol
E_LUMO = -0.186 eV

Atomic partial charges in e from the Mulliken method, atoms 1 to 5: -0.2197 0.2912 -0.3940 0.3228 -0.1827


3.
ORCA calculation (the ωB97M-V functional and the def2-TZVPD basis) on a structure of composition C10H10ClNO2Os at a distorted geometry.

Cartesian coordinates (Å):
C: 0.2068 -1.1859 -2.2204
C: -1.1306 -0.9102 -1.8063
C: -1.3492 -1.5657 -0.5569
H: -1.8554 -0.3237 -2.3617
C: -0.1279 -2.2073 -0.1747
C: 0.8283 -1.9798 -1.2093
H: 1.8567 -2.3074 -1.2106
H: 0.6953 -0.8005 -3.1017
H: -2.2825 -1.6036 -0.0092
H: 0.0400 -2.7858 0.7272
Os: 0.1253 0.0953 -0.1915
Cl: 1.1071 1.6723 -1.8332
C: 0.2306 1.9813 1.2367
C: 0.0462 0.8502 2.0890
C: -1.2188 0.2606 1.7679
H: 0.7528 0.4825 2.8216
C: -1.8164 1.0379 0.7270
C: -0.9337 2.1071 0.4055
H: -1.0796 2.8527 -0.3628
H: 1.1070 2.6089 1.1977
H: -1.6318 -0.6256 2.2323
H: -2.7737 0.8504 0.2565
O: 4.1024 0.6944 0.7714
N: 2.9187 0.9695 0.5386
O: 2.1824 -0.1677 0.2670

2S+1 = 5
HOMO energy (alpha / beta) = -7.1 / -8.9 eV
energy above the lowest of the compared OMol25 structures with the same formula, charge and spin = 0.00 kJ/mol
E_LUMO (alpha / beta) = -1.002 / -2.128 eV

Atomic partial charges in e from the Mulliken method, atoms 1 to 5: -0.3827 -0.4643 -0.5485 0.3614 -0.4659


4.
ORCA calculation (the ωB97M-V functional and the def2-TZVPD basis) on a structure of composition FSr2.

Cartesian coordinates (Å):
Sr: 2.6124 -0.2324 0.1590
Sr: -3.0195 0.1920 -0.0568
F: 0.4071 0.0405 -0.1021

2S+1 = 1
HOMO energy = -23.4 eV
energy above the lowest of the compared OMol25 structures with the same formula, charge and spin = 0.00 kJ/mol
E_LUMO = -12.774 eV
charge = +3

The Mulliken scheme yields these atomic charges, measured in e: 1.8930 1.9623 -0.8553


5.
ORCA calculation (the ωB97M-V functional and the def2-TZVPD basis) on a structure of composition C48H62F13O10Zr at a distorted geometry.

Cartesian coordinates (Å):
Zr: -11.4228 -40.2658 38.7784
C: -14.0511 -40.8281 40.9700
O: -13.7151 -41.9793 41.6963
O: -12.9691 -40.4598 40.2330
C: -15.3187 -41.1240 40.1144
F: -16.3448 -41.3153 40.9300
F: -15.5913 -40.2101 39.1959
F: -15.1563 -42.2896 39.4254
C: -14.0860 -42.0255 43.0680
C: -13.3704 -43.2532 43.6633
H: -13.5796 -43.4137 44.7194
H: -13.6827 -44.1256 43.0904
H: -12.2889 -43.1469 43.5770
H: -15.1681 -42.0924 43.2093
H: -13.8525 -41.1034 43.6117
H: -14.3156 -40.0963 41.7406
C: -8.9314 -40.4028 41.2838
O: -8.3243 -41.6148 40.8712
O: -9.9381 -40.1224 40.3994
C: -9.2646 -40.6478 42.7762
F: -8.1890 -41.1548 43.3645
F: -9.5935 -39.4747 43.3552
F: -10.3092 -41.4678 42.9627
C: -6.9968 -41.5505 40.3767
C: -6.6075 -43.0237 40.2110
H: -6.4366 -43.4723 41.1898
H: -7.3639 -43.5856 39.6647
H: -5.6595 -43.1381 39.6792
H: -6.2339 -41.1722 41.0628
H: -6.9058 -41.0615 39.4026
H: -8.1479 -39.6427 41.1975
C: -9.2438 -38.1299 37.2638
O: -9.1204 -37.5220 38.5320
O: -10.2698 -39.0271 37.4032
C: -9.1610 -36.9750 36.2260
F: -8.1234 -36.1515 36.3894
F: -9.0595 -37.5127 34.9830
F: -10.2788 -36.2237 36.2498
C: -7.8106 -37.5207 39.0879
C: -7.8017 -36.8605 40.4585
H: -8.1907 -35.8438 40.4447
H: -8.3158 -37.4209 41.2440
H: -6.7524 -36.8726 40.7639
H: -7.0779 -36.8908 38.5769
H: -7.4338 -38.5387 39.2085
H: -8.3533 -38.7195 36.9968
F: -1.5465 -42.3818 41.6187
C: -2.3885 -42.5379 42.6608
C: -1.9046 -43.0272 43.8510
C: -2.7524 -43.3002 44.8990
C: -4.0701 -42.8588 44.8162
C: -4.5558 -42.2697 43.6620
C: -3.7063 -42.0768 42.5846
H: -0.8853 -43.3954 43.8878
H: -2.4068 -43.6609 45.8574
H: -4.7195 -43.0113 45.6695
H: -5.5477 -41.8377 43.6376
H: -4.2291 -41.7546 41.6924
F: -4.4498 -39.0136 40.5632
C: -4.0383 -39.5343 39.3960
C: -4.6786 -39.0997 38.2460
C: -4.4075 -39.7420 37.0289
C: -3.3828 -40.6882 36.8938
C: -2.6476 -40.9786 38.0437
C: -3.0125 -40.4522 39.2693
H: -5.4455 -38.3419 38.1960
H: -4.9537 -39.4665 36.1351
H: -3.2006 -41.1575 35.9392
H: -1.8305 -41.6817 37.9520
H: -2.4000 -40.4911 40.1643
F: -5.8399 -46.3017 41.4722
C: -6.2009 -46.8584 42.6522
C: -5.2111 -47.0364 43.5958
C: -5.5490 -47.6545 44.8084
C: -6.8916 -47.9508 45.0912
C: -7.8322 -47.8761 44.0592
C: -7.4766 -47.3291 42.8395
H: -4.1805 -46.8386 43.3368
H: -4.7739 -47.7984 45.5471
H: -7.1813 -48.2063 46.1001
H: -8.8882 -48.0753 44.1819
H: -8.2108 -47.3854 42.0456
F: -4.9834 -35.6189 47.7254
C: -5.4850 -36.4891 46.8361
C: -4.8128 -36.6596 45.6187
C: -5.3963 -37.4053 44.6063
C: -6.6968 -37.8675 44.7767
C: -7.3903 -37.6379 45.9671
C: -6.7755 -36.9479 46.9992
H: -3.8279 -36.2150 45.5669
H: -4.7761 -37.5812 43.7380
H: -7.2425 -38.4492 44.0448
H: -8.3661 -38.0612 46.1568
H: -7.3196 -36.7238 47.9078
C: -12.0045 -40.2947 48.6748
C: -10.9547 -41.0517 47.8800
O: -10.4747 -42.0780 48.2937
C: -10.4526 -40.5408 46.5152
H: -12.2959 -41.0129 49.4365
H: -12.7960 -39.9475 48.0107
H: -11.5996 -39.3807 49.1121
H: -10.1837 -41.4100 45.9214
H: -9.5772 -39.9274 46.7266
H: -11.2313 -39.9601 46.0207
C: -11.3183 -35.7446 39.8194
C: -11.5263 -37.0899 40.4243
O: -11.6107 -38.0772 39.7109
C: -11.8464 -37.1523 41.8527
H: -10.8255 -35.8609 38.8579
H: -10.6861 -35.1088 40.4475
H: -12.2145 -35.1206 39.8071
H: -11.7402 -38.1338 42.3262
H: -12.8690 -36.9500 42.1819
H: -11.1766 -36.4810 42.3942
C: -9.3629 -43.7153 37.0182
C: -8.8225 -42.3072 37.1961
O: -9.3585 -41.5340 37.9714
C: -7.5302 -41.9679 36.4957
H: -8.8793 -44.1833 36.1617
H: -10.4398 -43.7122 36.8566
H: -9.1194 -44.3042 37.9032
H: -6.9545 -41.2431 37.0710
H: -7.6532 -41.5564 35.4933
H: -6.9843 -42.9093 36.4209
C: -12.6830 -44.5429 39.7817
C: -11.4362 -43.6872 39.9432
O: -11.3317 -42.5617 39.4892
C: -10.3203 -44.2687 40.7317
H: -13.2587 -44.4673 40.7099
H: -12.4424 -45.6009 39.6978
H: -13.3597 -44.1866 39.0078
H: -10.6414 -44.2954 41.7781
H: -9.4762 -43.5949 40.6094
H: -10.0296 -45.2940 40.5027

2S+1 = 1
HOMO energy = -10.8 eV
E_LUMO = -4.428 eV
charge = +1

Atomic partial charges in e from the Mulliken method, atoms 1 to 5: 1.7388 -0.4274 -0.0910 -0.5645 0.5340


no.,DFT total energy (eV)
1,-8850.440
2,-15264.986
3,-31099.622
4,-4361.341
5,-107859.429